Entry 1:
118
Properties=species:S:1:pos:R:3:mulliken_charge:R:1 method="wB97M-V/def2-TZVPD" charge=-2 homo_lumo_gap_ev=6.07 de_lowest_kcal_mol=11.17
Hf 0.9424 0.1577 0.5003 -1.39
C -0.3729 0.2911 -4.9539 -1.86
C -0.2363 1.0173 -3.6176 0.71
C -1.6138 1.0626 -2.9702 -1.72
P 1.0228 0.3557 -2.3496 0.94
C 2.5698 0.6198 -3.4098 1.19
C 3.1379 1.9339 -2.8756 -1.84
C 3.6120 -0.4960 -3.3563 -1.78
C 0.5574 -1.4045 -2.4655 0.11
C 0.8949 -2.1647 -3.5709 -0.61
C 0.4404 -3.4618 -3.7656 0.32
C 0.9536 -4.2711 -4.9247 -1.83
C -0.5201 -3.9343 -2.8829 -1.41
C -0.8995 -3.1896 -1.7861 0.30
C -0.2949 -1.9534 -1.4643 -0.19
N -0.5777 -1.2678 -0.3140 1.13
C -1.2519 -1.8974 0.7362 0.47
C -1.0052 -3.2040 1.1809 -1.11
C -1.4516 -3.6338 2.4170 -1.24
C -2.1858 -2.7954 3.2409 0.49
C -2.5378 -3.1971 4.6444 -1.69
C -2.6250 -1.5853 2.7111 0.07
C -2.2349 -1.1670 1.4496 -1.33
P -2.9854 0.1901 0.4714 1.73
C -4.4366 0.7398 1.5550 0.70
C -4.8794 2.1028 1.0212 -1.47
C -5.6341 -0.1825 1.7593 -1.91
C -3.8168 -1.0071 -0.7889 1.64
C -4.4564 -2.3113 -0.3016 -1.74
C -4.7799 -0.2554 -1.7020 -1.83
H -1.0659 0.8463 -5.5897 0.47
H -0.7735 -0.7092 -4.7969 0.32
H 0.5712 0.1996 -5.4844 0.39
H 0.0922 2.0498 -3.8017 0.69
H -2.0255 0.0578 -2.9129 0.34
H -2.2871 1.6858 -3.5586 0.57
H -1.5688 1.4688 -1.9645 0.11
H 2.2688 0.7822 -4.4493 0.52
H 3.4310 1.8022 -1.8373 0.18
H 2.3891 2.7257 -2.9289 0.34
H 4.0133 2.2525 -3.4401 0.48
H 3.4329 -1.1270 -2.4920 0.22
H 4.6085 -0.0730 -3.2582 0.59
H 3.6033 -1.1208 -4.2494 0.26
H 1.5394 -1.7347 -4.3190 0.54
H 2.0018 -4.0290 -5.0949 0.38
H 0.4049 -4.0444 -5.8424 0.29
H 0.8672 -5.3409 -4.7353 0.41
H -0.9747 -4.9046 -3.0516 0.35
H -1.6915 -3.5679 -1.1538 0.55
H -0.4042 -3.8740 0.5857 0.60
H -1.1797 -4.6268 2.7557 0.26
H -2.1161 -4.1760 4.8701 0.43
H -3.6201 -3.2406 4.7807 0.31
H -2.1353 -2.4704 5.3500 0.32
H -3.2735 -0.9587 3.3053 0.55
H -3.9663 0.9243 2.5235 0.41
H -5.2980 2.0273 0.0201 0.25
H -4.0203 2.7676 0.9779 0.13
H -5.6320 2.5462 1.6747 0.47
H -6.2111 -0.2998 0.8447 0.26
H -6.2953 0.2510 2.5121 0.51
H -5.3203 -1.1625 2.1064 0.24
H -2.9556 -1.2981 -1.3999 -0.60
H -5.4853 -2.1645 0.0133 0.41
H -3.8970 -2.7448 0.5243 0.21
H -4.4661 -3.0374 -1.1174 0.41
H -5.6994 -0.0007 -1.1816 0.39
H -5.0485 -0.8718 -2.5619 0.41
H -4.3237 0.6615 -2.0613 0.36
O 0.9410 6.1169 -1.1789 -0.77
C 0.9594 4.9074 -0.9457 0.12
C 2.1417 4.1586 -0.4106 0.08
O 3.2785 4.6208 -0.3161 -0.81
C 1.6215 2.8571 0.0006 1.69
C 0.2517 2.7502 -0.3713 0.89
O -0.4197 1.6982 -0.0702 -0.54
C -0.1986 3.9690 -1.0337 -0.37
O -1.3020 4.2173 -1.5160 -0.76
O 2.1818 1.9223 0.6712 -0.81
N 1.9390 6.6688 1.5260 -0.53
C 1.3309 5.5154 1.9938 -0.36
C -0.0482 5.3290 1.8469 -0.49
C -0.6331 4.1382 2.2323 -0.10
C 0.1354 3.1361 2.7974 -0.27
C 1.4792 3.3518 3.0498 -0.62
C 2.0763 4.5299 2.6508 -0.47
S -0.6165 1.5954 3.3099 1.50
O -0.3991 1.5353 4.7391 -0.84
O -1.9939 1.6010 2.8943 -0.49
N 0.2151 0.4466 2.5118 0.77
C 1.1786 -0.1621 3.2150 0.32
N 0.9259 -0.7031 4.4096 -0.57
C 1.9378 -1.2327 5.0628 -0.49
C 3.2280 -1.2604 4.5527 -0.99
C 3.3889 -0.7311 3.2777 -0.39
N 2.3856 -0.2004 2.6051 0.27
H 1.4723 7.0255 0.6969 0.39
H 2.9207 6.5170 1.3241 0.38
H -0.6382 6.1000 1.3714 0.28
H -1.6826 3.9477 2.0774 0.50
H 2.0560 2.5747 3.5279 0.42
H 3.1384 4.6762 2.7858 0.27
H 1.6878 -1.6454 6.0365 0.50
H 4.0526 -1.6804 5.1029 0.41
H 4.3425 -0.7413 2.7634 0.53
Cl 1.6641 -2.6338 1.3623 0.01
C 3.2781 -2.5528 0.7210 0.08
C 4.1572 -3.5916 0.8730 -0.42
C 5.4544 -3.4693 0.3898 -0.82
C 5.8399 -2.2450 -0.1495 -0.52
C 4.9355 -1.2272 -0.3095 0.53
Cl 5.5370 0.3097 -0.8395 -0.23
C 3.5274 -1.3324 -0.0080 -0.28
N 2.5962 -0.5000 -0.3602 0.69
H 3.8321 -4.5023 1.3556 0.42
H 6.1500 -4.2912 0.4605 0.34
H 6.8696 -2.0756 -0.4353 0.41



Entry 2:
43
Properties=species:S:1:pos:R:3:mulliken_charge:R:1 method="wB97M-V/def2-TZVPD" charge=+1 smiles=Cc1cc(OC[C@H](O)C[NH+]2CCOCC2)cc(C)c1Cl homo_lumo_gap_ev=8.75
C -1.4559 -2.0826 2.9304 -1.89
C -1.0354 -2.1997 1.5012 0.08
C -0.2559 -3.2705 1.0769 0.80
C 0.1381 -3.4127 -0.2545 0.67
C -0.2613 -2.4438 -1.1592 -0.97
C -1.0395 -1.3632 -0.7584 0.74
C -1.4186 -1.2406 0.5689 -0.06
H -2.0354 -0.4240 0.9131 0.19
O -1.3498 -0.4748 -1.7741 -0.52
C -2.2141 0.6134 -1.5646 -0.83
C -1.3785 1.9022 -1.4667 0.48
O -0.4660 1.9645 -2.5401 -0.66
H -0.3479 1.0629 -2.8813 0.40
C -0.5499 1.9642 -0.1581 -1.01
N 0.5570 2.9194 -0.3861 0.08
H 0.7310 2.8075 -1.4139 0.58
C 1.7984 2.6080 0.3559 -0.46
H 2.1076 1.5834 0.1458 0.41
H 1.5985 2.7154 1.4246 0.36
C 2.8968 3.5913 -0.0681 -0.63
O 2.5006 4.9150 0.1696 -0.37
C 1.3414 5.2421 -0.5496 -0.60
H 1.1088 6.2795 -0.3067 0.39
C 0.1772 4.3311 -0.1437 -0.49
H -0.7121 4.5765 -0.7235 0.36
H -0.0312 4.4535 0.9217 0.38
H 1.5190 5.1596 -1.6329 0.35
H 3.7973 3.4262 0.5246 0.39
H 3.1372 3.4440 -1.1325 0.35
H -1.1574 2.2720 0.6921 0.14
H -0.1215 0.9784 0.0422 0.43
H -2.0386 2.7735 -1.5410 0.47
H -2.8449 0.6817 -2.4573 0.37
H -2.8591 0.4915 -0.6936 0.38
H 0.0118 -2.5237 -2.1992 0.38
C 0.9575 -4.5823 -0.6888 -1.75
H 0.4137 -5.5071 -0.5022 0.38
H 1.8836 -4.6293 -0.1180 0.38
H 1.1932 -4.5215 -1.7468 0.36
Cl 0.2309 -4.4648 2.2305 -0.22
H -0.5840 -2.0698 3.5824 0.41
H -2.0405 -1.1823 3.0984 0.36
H -2.0565 -2.9459 3.2119 0.40



Entry 3:
79
Properties=species:S:1:pos:R:3:mulliken_charge:R:1 method="wB97M-V/def2-TZVPD" charge=+2 homo_lumo_gap_ev=6.44 de_lowest_kcal_mol=54.44
Pt 0.3480 -0.2048 0.5623 3.07
C -0.8004 -2.3617 -2.4262 -0.16
C 0.5647 -2.8068 -1.8874 -1.00
P 2.1237 -1.8037 -2.0348 -0.45
C 2.0843 -0.2890 -0.9420 0.59
C 1.3403 0.9322 -1.0362 -0.45
C 1.7759 2.1186 -0.4033 -0.51
C 2.9277 2.1290 0.3474 -0.90
C 3.6486 0.9427 0.4856 -0.80
C 3.2295 -0.2348 -0.1075 -0.85
C 1.9529 -0.9904 -3.6570 0.66
C 2.6241 0.2165 -3.8735 -0.26
C 2.5826 0.8343 -5.1118 -0.75
C 1.8822 0.2502 -6.1581 -0.64
C 1.2384 -0.9636 -5.9629 -0.68
C 1.2740 -1.5826 -4.7223 -0.21
C -1.8402 -1.9584 -1.3799 -1.17
P -1.5444 -0.3305 -0.6245 0.86
C -1.8555 0.9581 -1.8819 1.21
C -2.8592 1.8947 -1.6229 -0.96
C -3.1949 2.8634 -2.5574 -0.98
C -2.5384 2.9153 -3.7753 -0.75
C -1.5398 1.9897 -4.0509 -1.39
C -1.2031 1.0231 -3.1213 0.45
C -2.8389 -0.0707 0.6104 -0.15
C -2.6449 0.8747 1.6173 -0.09
C -3.6261 1.0806 2.5730 -0.87
C -4.8056 0.3474 2.5298 -0.63
C -5.0100 -0.5833 1.5200 -0.87
C -4.0316 -0.7902 0.5577 -0.68
H -1.2375 -3.1846 -2.9951 0.46
H -0.6809 -1.5688 -3.1555 -0.07
H 0.8612 -3.7126 -2.4269 0.66
H 0.5088 -3.1439 -0.8472 0.32
H 0.6132 1.0346 -1.8218 0.80
H 1.2075 3.0255 -0.5680 0.57
H 3.2827 3.0411 0.8052 0.50
H 4.5727 0.9436 1.0507 0.60
H 3.8428 -1.1235 -0.0213 0.48
H 3.1949 0.6778 -3.0753 0.41
H 3.1081 1.7675 -5.2644 0.44
H 1.8545 0.7306 -7.1262 0.45
H 0.7136 -1.4389 -6.7805 0.43
H 0.7853 -2.5418 -4.6100 0.37
H -1.8799 -2.6846 -0.5635 0.45
H -2.8236 -1.9311 -1.8545 0.67
H -3.4009 1.8816 -0.6871 0.39
H -3.9772 3.5733 -2.3268 0.46
H -2.8007 3.6669 -4.5069 0.43
H -1.0140 2.0166 -4.9957 0.55
H -0.4149 0.3377 -3.3991 -0.12
H -1.7254 1.4505 1.6556 0.60
H -3.4771 1.8192 3.3493 0.45
H -5.5698 0.5096 3.2777 0.44
H -5.9329 -1.1446 1.4769 0.46
H -4.2072 -1.5180 -0.2217 0.44
N 0.1377 -3.6020 2.9230 -0.01
C -1.1250 -3.2422 3.3129 -0.90
C -1.3955 -2.0701 2.6805 -0.41
N -0.3084 -1.7131 1.9171 0.59
C 0.6009 -2.6668 2.0857 -0.74
H 0.6363 -4.4329 3.2033 0.26
H -1.7097 -3.8342 3.9929 0.43
H -2.2768 -1.4610 2.7481 0.33
H 1.5671 -2.7055 1.6101 0.61
O 1.3801 0.6678 2.4018 -1.04
S 1.7001 -0.0181 3.7254 0.39
C 3.2757 0.7392 4.2630 -0.52
C 3.0038 1.4743 5.5706 -0.75
C 1.5977 2.0479 5.4450 -0.53
C 0.7371 0.8814 4.9803 -0.68
H 3.5084 1.4361 3.4551 0.11
H 4.0474 -0.0247 4.3188 0.50
H 3.7600 2.2405 5.7352 0.37
H 3.0531 0.7819 6.4135 0.31
H 1.5774 2.8487 4.7033 0.24
H 1.2283 2.4517 6.3862 0.44
H -0.2072 1.1436 4.5054 0.22
H 0.5440 0.1735 5.7883 0.50



Entry 4:
17
Properties=species:S:1:pos:R:3:mulliken_charge:R:1 method="wB97M-V/def2-TZVPD" charge=-1 homo_lumo_gap_ev=6.81 de_lowest_kcal_mol=156.84
Na -2.4753 0.8361 -0.6155 1.04
Na 2.6012 -0.9345 0.7001 1.04
Cl 0.9696 -2.6830 2.3138 1.79
O 0.1991 -3.1030 1.2262 -0.61
O 2.3002 -2.8072 1.9403 -0.80
O 0.9004 -1.1976 2.5511 -0.65
O 0.6573 -3.4472 3.4447 -0.70
Cl -1.3916 1.8069 -3.0003 1.65
O -2.4573 2.7131 -3.3682 -0.62
O -1.8953 0.6655 -2.4376 -0.77
O -0.4595 1.1902 -4.0392 -0.69
O -0.4636 2.2623 -2.0143 -0.52
Cl 0.3177 1.0141 0.6257 1.79
O 0.5273 2.0647 1.5651 -0.67
O -0.7076 1.2522 -0.4256 -0.72
O 1.5120 0.4547 0.0984 -0.89
O -0.1345 -0.0873 1.4353 -0.66



Please write out number 2 again, unchanged.
43
Properties=species:S:1:pos:R:3:mulliken_charge:R:1 method="wB97M-V/def2-TZVPD" charge=+1 smiles=Cc1cc(OC[C@H](O)C[NH+]2CCOCC2)cc(C)c1Cl homo_lumo_gap_ev=8.75
C -1.4559 -2.0826 2.9304 -1.89
C -1.0354 -2.1997 1.5012 0.08
C -0.2559 -3.2705 1.0769 0.80
C 0.1381 -3.4127 -0.2545 0.67
C -0.2613 -2.4438 -1.1592 -0.97
C -1.0395 -1.3632 -0.7584 0.74
C -1.4186 -1.2406 0.5689 -0.06
H -2.0354 -0.4240 0.9131 0.19
O -1.3498 -0.4748 -1.7741 -0.52
C -2.2141 0.6134 -1.5646 -0.83
C -1.3785 1.9022 -1.4667 0.48
O -0.4660 1.9645 -2.5401 -0.66
H -0.3479 1.0629 -2.8813 0.40
C -0.5499 1.9642 -0.1581 -1.01
N 0.5570 2.9194 -0.3861 0.08
H 0.7310 2.8075 -1.4139 0.58
C 1.7984 2.6080 0.3559 -0.46
H 2.1076 1.5834 0.1458 0.41
H 1.5985 2.7154 1.4246 0.36
C 2.8968 3.5913 -0.0681 -0.63
O 2.5006 4.9150 0.1696 -0.37
C 1.3414 5.2421 -0.5496 -0.60
H 1.1088 6.2795 -0.3067 0.39
C 0.1772 4.3311 -0.1437 -0.49
H -0.7121 4.5765 -0.7235 0.36
H -0.0312 4.4535 0.9217 0.38
H 1.5190 5.1596 -1.6329 0.35
H 3.7973 3.4262 0.5246 0.39
H 3.1372 3.4440 -1.1325 0.35
H -1.1574 2.2720 0.6921 0.14
H -0.1215 0.9784 0.0422 0.43
H -2.0386 2.7735 -1.5410 0.47
H -2.8449 0.6817 -2.4573 0.37
H -2.8591 0.4915 -0.6936 0.38
H 0.0118 -2.5237 -2.1992 0.38
C 0.9575 -4.5823 -0.6888 -1.75
H 0.4137 -5.5071 -0.5022 0.38
H 1.8836 -4.6293 -0.1180 0.38
H 1.1932 -4.5215 -1.7468 0.36
Cl 0.2309 -4.4648 2.2305 -0.22
H -0.5840 -2.0698 3.5824 0.41
H -2.0405 -1.1823 3.0984 0.36
H -2.0565 -2.9459 3.2119 0.40



Among the records above, which one has the highest charge?
C34H38N2OP2PtS



The lowest charge belongs to which entry?
C47H52Cl2HfN6O7P2S



Among the records above, which one has the lowest charge?
C47H52Cl2HfN6O7P2S